{"formula": "C33H39ClNO2PSi", "method": "ωB97M-V with the def2-TZVPD basis set", "symbols": ["C", "Si", "C", "C", "O", "Cl", "P", "N", "O", "H", "H", "H", "H", "H", "H", "H", "H", "H", "C", "C", "C", "C", "C", "C", "H", "H", "H", "H", "H", "H", "C", "C", "C", "C", "C", "C", "H", "H", "H", "H", "H", "H", "C", "C", "C", "C", "C", "C", "H", "H", "H", "H", "H", "H", "C", "C", "C", "C", "C", "C", "H", "H", "H", "H", "H", "H", "C", "C", "C", "C", "C", "C", "H", "H", "H", "H", "H", "H"], "xyz": [[-3.735, 1.023, -0.235], [-3.637, 2.678, 0.616], [-5.201, 3.771, 0.539], [-6.479, 3.109, 0.143], [-6.639, 2.190, -0.592], [-7.930, 3.869, 0.902], [-1.886, 3.834, -0.245], [-0.971, 4.283, 1.115], [-2.535, 5.271, -0.792], [-4.448, 0.979, -1.057], [-2.742, 0.818, -0.658], [-3.920, 0.232, 0.497], [-3.318, 2.470, 2.049], [-5.340, 4.206, 1.534], [-5.030, 4.629, -0.124], [0.013, 4.294, 0.864], [-1.204, 5.195, 1.497], [-2.602, 5.241, -1.753], [3.344, 2.217, -2.828], [2.155, 2.927, -2.734], [1.264, 2.655, -1.703], [1.569, 1.679, -0.764], [2.760, 0.970, -0.855], [3.644, 1.238, -1.891], [4.041, 2.422, -3.631], [1.921, 3.690, -3.465], [0.324, 3.193, -1.615], [0.874, 1.469, 0.041], [2.998, 0.210, -0.122], [4.572, 0.685, -1.971], [9.328, 1.410, -2.559], [8.138, 2.117, -2.447], [7.265, 1.847, -1.403], [7.583, 0.874, -0.465], [8.773, 0.169, -0.575], [9.644, 0.435, -1.623], [10.008, 1.618, -3.374], [7.892, 2.880, -3.176], [6.335, 2.395, -1.320], [6.902, 0.666, 0.350], [9.023, -0.589, 0.156], [10.571, -0.118, -1.710], [-6.033, -2.992, 4.075], [-5.993, -1.873, 4.895], [-6.065, -0.602, 4.341], [-6.184, -0.453, 2.967], [-6.226, -1.571, 2.145], [-6.147, -2.841, 2.700], [-5.971, -3.982, 4.508], [-5.904, -1.991, 5.968], [-6.029, 0.271, 4.980], [-6.245, 0.538, 2.533], [-6.320, -1.451, 1.073], [-6.176, -3.714, 2.060], [-4.839, -7.697, 5.205], [-3.615, -7.949, 5.808], [-3.242, -7.244, 6.944], [-4.095, -6.291, 7.481], [-5.321, -6.041, 6.881], [-5.692, -6.743, 5.742], [-5.129, -8.245, 4.318], [-2.950, -8.695, 5.391], [-2.285, -7.438, 7.411], [-3.805, -5.743, 8.369], [-5.989, -5.299, 7.300], [-6.647, -6.544, 5.271], [5.658, 1.461, -8.075], [6.152, 1.879, -6.847], [5.791, 1.205, -5.689], [4.938, 0.112, -5.756], [4.445, -0.306, -6.984], [4.804, 0.369, -8.143], [5.939, 1.986, -8.979], [6.820, 2.729, -6.793], [6.175, 1.532, -4.730], [4.657, -0.412, -4.852], [3.781, -1.159, -7.038], [4.416, 0.044, -9.100]], "mulliken_charge": [-1.0020, 0.1357, -0.8496, 0.5716, -0.4238, -0.2210, 0.3829, -0.5972, -0.5940, 0.3665, 0.3978, 0.2520, -0.1319, 0.4016, 0.4884, 0.2645, 0.2507, 0.3318, -0.2930, -0.7303, 0.1717, -0.2425, -0.6435, -0.3145, 0.2811, 0.3571, 0.0431, 0.3765, 0.3740, 0.5689, -0.4262, -0.3769, -0.3069, -0.4914, -0.3760, -0.3886, 0.3621, 0.4159, 0.5006, 0.3718, 0.3669, 0.3628, -0.0275, -0.3995, -0.5415, -0.2577, -0.4409, -0.5183, 0.2550, 0.3568, 0.3708, 0.4381, 0.4063, 0.3614, -0.3968, -0.3718, -0.3760, -0.3714, -0.3556, -0.3839, 0.3589, 0.3557, 0.3555, 0.3565, 0.3874, 0.4447, -0.3356, -0.4933, -0.0107, -0.4877, -0.3398, -0.4459, 0.3600, 0.3648, 0.3181, 0.3533, 0.3676, 0.3565], "molar_mass_g_mol": 576.19, "charge": 0, "smiles": "C[Si@H](CC(=O)Cl)P(N)O.c1ccccc1.c1ccccc1.c1ccccc1.c1ccccc1.c1ccccc1", "e_lumo_ev": 0.376}

---

{"formula": "C29H39N4PtS2Sb", "method": "ωB97M-V with the def2-TZVPD basis set", "symbols": ["Pt", "C", "N", "C", "C", "N", "C", "C", "C", "C", "C", "C", "C", "S", "C", "C", "C", "C", "C", "C", "S", "H", "H", "H", "H", "H", "H", "H", "H", "H", "H", "H", "H", "H", "H", "H", "H", "H", "H", "C", "C", "Sb", "C", "C", "C", "C", "H", "H", "H", "H", "H", "H", "H", "H", "H", "H", "H", "H", "H", "H", "H", "N", "C", "N", "C", "C", "C", "C", "C", "C", "H", "H", "H", "H", "H", "H"], "xyz": [[-0.200, -0.794, 0.500], [-2.849, -2.023, 1.731], [-2.353, -0.655, 1.407], [-3.154, -0.030, 0.338], [-3.200, -0.910, -0.905], [-1.854, -1.319, -1.393], [-1.486, -0.535, -2.593], [-1.798, -2.734, -1.711], [-2.706, -3.283, -2.602], [-2.634, -4.624, -2.958], [-1.641, -5.440, -2.429], [-0.737, -4.916, -1.531], [-0.812, -3.565, -1.146], [0.273, -3.031, 0.079], [-2.244, 0.093, 2.629], [-3.188, 1.005, 3.050], [-3.083, 1.579, 4.319], [-2.058, 1.225, 5.188], [-1.094, 0.329, 4.775], [-1.134, -0.202, 3.471], [0.237, -1.045, 2.889], [-3.921, -1.986, 1.944], [-2.328, -2.398, 2.606], [-2.658, -2.700, 0.903], [-2.713, 0.946, 0.121], [-4.189, 0.124, 0.663], [-3.736, -0.364, -1.685], [-3.788, -1.802, -0.699], [-2.089, -0.825, -3.458], [-0.433, -0.686, -2.828], [-1.672, 0.516, -2.382], [-3.477, -2.660, -3.037], [-3.352, -5.029, -3.658], [-1.580, -6.480, -2.715], [0.030, -5.542, -1.096], [-4.031, 1.262, 2.426], [-3.840, 2.283, 4.640], [-2.014, 1.652, 6.180], [-0.275, 0.052, 5.426], [4.788, -2.712, 0.374], [4.372, -1.814, -0.781], [2.666, -0.589, -0.356], [2.564, 0.457, -2.222], [3.676, 1.444, -2.556], [3.430, 0.719, 1.170], [3.632, 2.182, 0.798], [5.685, -3.276, 0.117], [4.006, -3.431, 0.622], [5.014, -2.139, 1.274], [4.128, -2.385, -1.677], [5.152, -1.097, -1.048], [1.586, 0.931, -2.280], [2.558, -0.368, -2.941], [3.590, 2.357, -1.971], [3.621, 1.722, -3.609], [4.668, 1.023, -2.388], [4.370, 0.268, 1.495], [2.734, 0.617, 2.005], [4.466, 2.307, 0.109], [3.860, 2.769, 1.690], [2.749, 2.618, 0.324], [0.347, 3.408, 1.654], [0.270, 2.072, 1.723], [0.019, 1.502, 0.561], [-0.073, 2.570, -0.349], [-0.280, 2.610, -1.729], [-0.291, 3.840, -2.351], [-0.098, 5.034, -1.636], [0.126, 5.018, -0.278], [0.135, 3.769, 0.336], [0.549, 4.022, 2.426], [0.426, 1.553, 2.653], [-0.393, 1.712, -2.315], [-0.443, 3.888, -3.420], [-0.117, 5.977, -2.164], [0.290, 5.929, 0.283]], "mulliken_spin": [0.9328, 0.0338, 0.1953, 0.0057, -0.0173, 0.1406, -0.0094, 0.0742, -0.0281, 0.1133, -0.0426, 0.0862, -0.0011, 0.7916, 0.0462, -0.0151, 0.1427, -0.0352, 0.0688, 0.0727, 0.8465, -0.0020, -0.0016, -0.0124, -0.0015, 0.0012, -0.0007, -0.0034, 0.0004, -0.0026, 0.0020, 0.0032, 0.0032, 0.0000, -0.0002, 0.0039, 0.0035, 0.0005, -0.0037, 0.0158, 0.0722, 0.3675, 0.0199, 0.0115, 0.0242, 0.0122, 0.0032, -0.0001, 0.0003, -0.0026, 0.0083, -0.0039, -0.0023, -0.0007, 0.0034, -0.0032, -0.0046, -0.0024, -0.0016, 0.0031, -0.0011, 0.0023, 0.0192, 0.1281, -0.0326, 0.0004, -0.0014, 0.0009, -0.0005, -0.0044, 0.0003, -0.0261, 0.0027, 0.0000, 0.0001, 0.0001], "de_lowest_kcal_mol": 0.0, "molar_mass_g_mol": 824.63, "charge": 2, "multiplicity": 5, "e_lumo_ev": [-4.753, -8.234]}

---

{"formula": "C26H46Cl2O2P2Y", "method": "ωB97M-V with the def2-TZVPD basis set", "symbols": ["Y", "C", "C", "C", "C", "C", "C", "H", "H", "H", "C", "H", "H", "H", "C", "H", "H", "H", "C", "H", "H", "H", "C", "H", "H", "H", "C", "C", "C", "C", "C", "C", "C", "C", "H", "H", "H", "H", "H", "H", "H", "H", "H", "H", "H", "H", "P", "C", "H", "H", "H", "C", "H", "H", "H", "C", "H", "H", "H", "P", "C", "H", "H", "H", "C", "H", "H", "H", "C", "H", "H", "H", "Cl", "C", "Cl", "C", "O", "O", "H"], "xyz": [[0.368, 0.658, 0.254], [0.621, 1.134, 2.842], [1.241, 2.283, 2.254], [-1.016, 2.365, 1.764], [-0.775, 1.178, 2.526], [0.230, 3.050, 1.603], [1.277, 0.178, 3.768], [2.353, 0.099, 3.569], [0.840, -0.827, 3.698], [1.168, 0.505, 4.815], [-1.821, 0.259, 3.023], [-1.372, -0.637, 3.458], [-2.498, -0.061, 2.223], [-2.430, 0.754, 3.793], [-2.360, 2.827, 1.357], [-2.940, 3.176, 2.228], [-2.927, 2.004, 0.893], [-2.289, 3.648, 0.632], [0.435, 4.338, 0.885], [0.982, 5.059, 1.512], [-0.528, 4.789, 0.611], [1.011, 4.229, -0.050], [2.660, 2.660, 2.439], [2.827, 3.248, 3.358], [3.016, 3.261, 1.596], [3.287, 1.763, 2.511], [1.238, -1.304, -0.737], [1.981, -1.025, 0.400], [3.370, -0.414, 0.398], [3.559, 0.918, -0.376], [2.312, 1.715, -0.717], [1.478, 1.372, -1.760], [1.949, 0.281, -2.705], [1.662, -1.147, -2.179], [4.089, -1.140, -0.023], [4.154, 0.715, -1.285], [3.715, -0.255, 1.436], [2.542, -1.770, -2.408], [0.388, -1.989, -0.606], [1.718, -1.586, 1.317], [0.832, -1.551, -2.776], [1.514, 0.402, -3.710], [0.743, 2.084, -2.171], [3.034, 0.383, -2.867], [4.203, 1.569, 0.234], [2.348, 2.765, -0.426], [0.281, -4.057, 1.921], [-1.053, -4.414, 3.143], [-1.198, -5.500, 3.245], [-1.986, -3.918, 2.844], [-0.731, -4.006, 4.112], [-0.461, -4.741, 0.374], [-1.069, -5.634, 0.589], [0.367, -5.022, -0.294], [-1.072, -3.985, -0.142], [1.339, -5.500, 2.347], [2.129, -5.596, 1.592], [0.741, -6.419, 2.377], [1.811, -5.333, 3.323], [-1.612, 1.663, -3.729], [-1.461, 3.169, -4.768], [-1.462, 2.902, -5.834], [-0.505, 3.651, -4.502], [-2.282, 3.860, -4.529], [-0.992, 0.342, -4.847], [0.042, 0.567, -5.143], [-1.642, 0.289, -5.732], [-1.018, -0.613, -4.297], [-3.389, 1.224, -3.787], [-3.738, 1.167, -4.828], [-3.944, 1.984, -3.224], [-3.528, 0.251, -3.293], [-3.633, -2.211, 1.159], [-3.692, -1.311, -0.407], [-4.596, 0.217, -0.345], [-2.249, -1.076, -0.843], [-1.764, -1.893, -1.638], [-1.627, -0.054, -0.323], [-4.196, -1.967, -1.119]], "mulliken_charge": [-0.1187, 0.3145, 1.2497, 0.9192, 0.6085, 0.2215, -1.5083, 0.3735, 0.2168, 0.3286, -1.2230, 0.3496, -0.0585, 0.3208, -1.2366, 0.2814, -0.0236, 0.3609, -1.7070, 0.3575, 0.4296, 0.1820, -1.6404, 0.3192, 0.4300, 0.3811, -0.0424, 0.9380, -1.1495, -1.4850, 0.6324, -0.5555, -1.0508, -0.9912, 0.5483, 0.4704, 0.3599, 0.4727, 0.1378, 0.2778, 0.3677, 0.1041, 0.4778, 0.3635, 0.5323, 0.6917, 0.7964, -1.0996, 0.4007, 0.1605, 0.3518, -1.0788, 0.3994, 0.3400, 0.1421, -1.3733, 0.3665, 0.3827, 0.3739, 0.9789, -1.2801, 0.3701, 0.3055, 0.3927, -1.4197, 0.3938, 0.5215, 0.1943, -1.1537, 0.4292, 0.3277, 0.2142, -0.1546, 0.0585, -0.1262, -0.1510, -0.5741, -0.1943, 0.4764], "molar_mass_g_mol": 612.41, "charge": 1, "e_lumo_ev": -4.580}

---

- Number 1 is which compound?
  C33H39ClNO2PSi